# 1
Molecular formula: C21H17Cl4I2N4O4Ru
Method: DFT, wB97M-V/def2-TZVPD

Last column: Löwdin charge in e.
CARTESIAN COORDINATES (ANGSTROEM)
I: -0.197 4.375 -3.435  0.79
I: -4.906 1.108 -5.213  0.72
Ru: 0.604 -0.186 -0.594  1.48
Cl: 7.039 -1.671 -2.384  0.60
Cl: 7.422 -0.109 0.312  0.60
Cl: 4.882 0.873 1.909  0.66
Cl: 4.120 -2.236 -3.446  0.65
O: 0.147 1.743 -1.668  -0.19
O: 2.014 -1.158 -1.682  -0.24
O: 1.316 -2.097 4.209  -0.01
O: 2.335 0.188 0.578  -0.25
N: -2.542 -1.875 -0.312  -0.06
N: -0.687 0.425 0.915  -0.11
N: -0.255 -0.607 4.937  0.13
N: 1.393 0.057 3.450  0.18
C: -2.338 1.432 3.001  -0.16
C: -2.497 0.124 2.474  -0.11
C: -0.558 1.716 1.390  -0.19
C: 4.367 -1.363 -1.967  -0.62
C: 3.243 -0.926 -1.278  -0.39
C: -1.397 2.679 -3.188  -0.68
C: -1.329 2.230 2.387  -0.14
C: -1.685 -2.003 -1.488  -0.27
C: 0.852 -0.967 4.164  -0.68
C: -1.862 0.501 -2.039  -0.27
C: 4.706 0.017 0.412  -0.61
C: 5.829 -0.428 -0.299  -0.72
C: 3.415 -0.210 -0.052  -0.40
C: 5.660 -1.116 -1.486  -0.73
C: -2.958 0.330 -3.054  -0.14
C: -3.268 1.340 -3.898  -0.76
C: -1.690 -0.351 1.480  -0.31
C: -2.556 2.554 -3.975  -0.28
C: -0.961 1.701 -2.302  -0.48
C: -1.837 -1.755 0.970  -0.19
C: -0.948 -0.726 -1.853  -0.32
H: 0.820 0.875 3.296  0.07
H: 1.954 -0.181 2.640  0.06
H: -3.003 1.828 3.756  0.06
H: -1.158 3.256 2.693  0.08
H: -2.398 -2.319 1.719  0.11
H: -3.154 -2.678 -0.273  0.09
H: -0.423 -0.913 -2.801  0.10
H: -2.859 3.340 -4.649  0.05
H: -2.334 0.688 -1.061  0.14
H: -0.753 -1.434 5.228  0.08
H: -0.936 -2.805 -1.364  0.10
H: -2.335 -2.313 -2.317  0.10
H: -0.871 0.077 4.508  0.05
H: 0.209 2.308 0.907  0.10
H: -0.836 -2.216 0.902  0.11
H: -3.537 -0.582 -3.035  0.08
H: -3.259 -0.538 2.871  0.09

Summary:
Total energy in hartree: -3861.5180
Total charge: -2
2S+1: 6
HOMO (alpha / beta) in hartree: -0.00328 / -0.09714
Kohn-Sham gap (alpha / beta) in eV: 3.723 / 6.274
Energy relative to the best compared isomer or geometry (same formula, charge and spin) in eV: 0.000

***

# 2
Molecular formula: C22H30N8O18
Method: DFT, wB97M-V/def2-TZVPD

Last column: Löwdin charge in e.
CARTESIAN COORDINATES (ANGSTROEM)
O: 6.753 2.046 -6.571  0.08
O: -0.111 4.707 0.976  0.08
O: -6.953 -4.166 2.508  0.04
O: -2.444 -0.614 4.236  0.04
O: -7.748 -1.262 0.003  0.07
O: 2.407 -0.414 5.021  0.05
O: -0.778 2.703 1.444  0.04
O: -3.913 3.122 -4.246  0.14
O: 6.891 -2.264 4.088  0.06
O: -3.744 0.902 5.074  0.07
O: 0.546 -1.497 -2.346  0.03
O: 7.097 -3.201 6.029  0.06
O: -5.633 -1.659 -0.234  0.04
O: -3.808 1.325 0.100  0.11
O: 2.924 0.366 3.068  0.05
O: -7.423 -6.152 1.788  0.08
O: 4.668 2.557 -6.294  0.03
O: 1.498 -1.258 -0.334  0.11
N: -4.171 2.438 -1.958  0.15
N: 2.352 -0.417 3.804  -0.44
N: 6.610 -2.389 5.265  -0.45
N: -0.041 3.664 1.589  -0.43
N: -3.098 0.413 4.167  -0.45
N: 5.581 2.001 -6.882  -0.43
N: -6.665 -5.222 1.972  -0.44
N: -6.617 -1.374 0.429  -0.44
C: -0.477 -0.561 -2.587  -0.20
C: -3.619 2.464 -3.294  -0.38
C: -3.100 1.122 2.859  0.02
C: 5.581 -1.465 5.812  0.04
C: -1.424 -0.175 -1.534  0.10
C: 2.727 0.708 -3.224  0.00
C: -1.582 1.001 -4.297  0.03
C: 2.633 0.029 -1.936  -0.09
C: 3.839 1.616 -3.544  -0.05
C: -0.559 -0.004 -3.953  0.02
C: 1.513 -1.468 3.169  0.06
C: 4.904 1.870 -2.562  -0.04
C: 5.235 1.199 -8.085  0.05
C: 3.719 0.293 -0.964  -0.01
C: -5.261 -5.377 1.508  0.05
C: 4.837 1.181 -1.253  -0.06
C: 1.041 3.550 2.605  0.05
C: -3.538 1.495 -1.053  -0.34
C: -2.420 0.816 -1.888  -0.03
C: -2.483 1.400 -3.230  -0.06
C: 1.520 -0.933 -1.497  -0.37
C: -6.405 -1.147 1.884  0.04
H: 5.769 1.628 -8.930  0.10
H: 0.494 -1.336 3.530  0.10
H: 5.778 2.532 -2.773  0.10
H: 3.933 2.128 -4.532  0.06
H: -4.615 -5.278 2.377  0.10
H: 5.949 -0.450 5.682  0.10
H: 3.683 -0.201 0.041  0.11
H: 0.983 2.571 3.070  0.08
H: -5.150 -6.358 1.055  0.10
H: 1.969 0.538 -4.016  0.08
H: -5.068 -4.591 0.780  0.09
H: 0.885 4.337 3.339  0.10
H: 5.432 -1.689 6.864  0.10
H: -5.707 -0.320 1.989  0.08
H: 4.161 1.250 -8.242  0.09
H: -1.623 1.418 -5.331  0.12
H: -7.359 -0.906 2.344  0.10
H: -3.506 0.441 2.118  0.06
H: -5.144 2.148 -2.151  0.16
H: 1.914 -2.434 3.468  0.10
H: -5.998 -2.064 2.302  0.08
H: 0.166 -0.310 -4.740  0.11
H: 1.990 3.677 2.088  0.11
H: 4.664 -1.626 5.251  0.08
H: -3.717 2.012 2.943  0.10
H: 5.614 1.305 -0.464  0.10
H: -1.396 -0.598 -0.508  0.13
H: 5.550 0.175 -7.898  0.10
H: 1.558 -1.348 2.090  0.07
H: -2.072 1.387 2.629  0.07

Summary:
Total energy in hartree: -2647.9648
Total charge: 0
SMILES string: O=C(Oc1ccc2c(c1)C(=O)NC2=O)c1ccccc1.C[N+](=O)[O-].C[N+](=O)[O-].C[N+](=O)[O-].C[N+](=O)[O-].C[N+](=O)[O-].C[N+](=O)[O-].C[N+](=O)[O-]
HOMO in hartree: -0.35333
Kohn-Sham gap in eV: 8.672